# C6H6O2

A single C6H6O2 molecule in a non-equilibrium geometry (the ωB97M-V functional and the def2-TZVPD basis, the Open Molecules 2025 dataset).

## Properties
* ΔE to the lowest compared entry with this formula, charge and spin: 45.7 kcal per mole
* LUMO energy: 0.656 eV
* max |F|: 3.73 eV Å⁻¹
* SMILES: O=C1[C@H]2C=C[C@]1(O)C2

```
14
C6H6O2 (the ωB97M-V functional and the def2-TZVPD basis)
C 0.88774 0.01163 -0.06316
C -0.07182 -0.36202 1.21848
C -1.14892 0.42390 0.45028
C -1.21167 -0.37867 -0.80983
C 0.05732 -0.62053 -1.16791
C 0.09694 1.34224 -0.07172
H 2.54164 -0.93963 0.10646
H 0.30743 0.18086 2.08078
H -0.32225 -1.45920 1.35067
H -2.03949 0.90018 0.92024
H -2.06937 -0.56670 -1.39086
H 0.45917 -1.02117 -2.09556
O 2.21354 -0.00074 -0.11836
O 0.29973 2.48983 -0.40949
```

=====

# C6H6O3

A single C6H6O3 molecule in a non-equilibrium geometry (the ωB97M-V functional and the def2-TZVPD basis, the Open Molecules 2025 dataset).

## Properties
* ΔE to the lowest compared entry with this formula, charge and spin: 39.5 kcal per mole
* LUMO energy: 0.512 eV
* max |F|: 1.98 eV Å⁻¹
* SMILES: O=C=C/C=C(O)\C=C/O

```
15
C6H6O3 (the ωB97M-V functional and the def2-TZVPD basis)
C 1.16184 0.87355 0.99617
C -0.27233 -1.34422 1.41088
C -0.42594 0.69784 -0.88784
C 0.17582 1.38321 0.23273
C -0.63182 -1.57036 0.15705
C -0.74537 -0.62120 -0.91949
O 1.97613 -0.15807 0.66250
O -0.75424 1.53670 -1.92344
O -0.02345 -1.45483 2.54539
H 1.68314 -0.54383 -0.17573
H -1.26395 1.06015 -2.58816
H 1.52168 1.38590 1.87728
H -0.23800 2.34975 0.47695
H -0.96080 -2.58194 -0.04382
H -1.20269 -1.01266 -1.82047
```

=====

# C6H6O3

A single C6H6O3 molecule in a non-equilibrium geometry (the ωB97M-V functional and the def2-TZVPD basis, the Open Molecules 2025 dataset).

## Properties
* ΔE to the lowest compared entry with this formula, charge and spin: 17.7 kcal per mole
* LUMO energy: 0.680 eV
* max |F|: 3.79 eV Å⁻¹
* SMILES: Oc1cc(O)cc(O)c1

```
15
C6H6O3 (the ωB97M-V functional and the def2-TZVPD basis)
C -0.69394 1.07087 -0.03184
C -1.43788 -0.10821 0.05632
C -0.70628 -1.34220 0.07804
C 0.70512 -1.31833 -0.07050
C 1.50643 -0.17214 -0.08679
C 0.80781 1.10522 -0.11804
H -0.97185 2.96623 0.12587
H -2.42847 0.26237 0.36351
H -2.30750 -2.24210 -0.27257
H 1.07650 -2.34707 0.02620
H 3.15701 0.62196 -0.03549
H 1.34412 2.07006 -0.19727
O -1.50445 2.17646 0.02912
O -1.43000 -2.46749 -0.00981
O 2.88336 -0.27560 0.14326
```

=====

# C6H6O3S

A 2-piece molecular cluster, C6H6O3S overall in a non-equilibrium geometry (the ωB97M-V functional and the def2-TZVPD basis, the Open Molecules 2025 dataset).

## Properties
* ΔE to the lowest compared entry with this formula, charge and spin: 31.3 kcal per mole
* LUMO energy (spin up / spin down): -1.225 / -1.225 eV
* max |F|: 4.79 eV Å⁻¹
* SMILES: S=Cc1ccco1.O=CO

```
16
C6H6O3S (the ωB97M-V functional and the def2-TZVPD basis)
C 1.69205 -0.25419 -1.58840
C 0.29623 -0.31091 -1.21703
C 2.03800 1.02808 -1.36566
C -0.00338 0.93533 -0.71436
C -0.66517 -1.28625 2.30773
C -1.19203 1.35463 -0.13318
O -1.80764 -1.76606 1.79432
O 1.08074 1.78258 -0.83900
O -0.23176 -0.21931 2.06059
S -2.62986 0.48093 -0.18930
H 2.11911 -1.06339 -2.00867
H -0.24879 -1.14899 -1.26853
H 3.00900 1.38490 -1.23512
H -0.17029 -2.05777 2.85972
H -1.20614 2.29995 0.49750
H -2.08007 -1.15952 1.03939
```

=====

# C6H6O3Sc

C6H6O3Sc as an isolated structure in a non-equilibrium geometry (the ωB97M-V functional and the def2-TZVPD basis, the Open Molecules 2025 dataset).

## Properties
* LUMO energy (spin up / spin down): -7.167 / -7.153 eV
* charge: +1
* max |F|: 5.30 eV Å⁻¹

```
16
C6H6O3Sc (the ωB97M-V functional and the def2-TZVPD basis)
C -1.10622 -1.25015 -0.19933
C -0.19536 -0.72344 0.60188
C 1.28821 -0.93600 0.52898
C 1.98557 -0.43659 -0.73371
O 2.21066 0.92503 -0.76042
Sc 1.71398 2.55729 0.07522
H -0.54215 -0.05764 1.40206
H 1.65066 -1.96728 0.63466
H 1.62879 -0.65389 1.54130
H 1.51870 -0.76632 -1.68250
H 2.95638 -0.96730 -0.80295
O -2.37760 -0.75872 -0.43387
H -3.34341 -0.39793 0.36566
C -3.26084 0.88306 -0.27980
C -2.57383 1.93243 -0.16716
O -1.55355 2.61745 -0.09001
```

=====

# C6H6OS

A single C6H6OS molecule (the ωB97M-V functional and the def2-TZVPD basis, the Open Molecules 2025 dataset).

## Properties
* ΔE to the lowest compared entry with this formula, charge and spin: 57.7 kcal per mole
* LUMO energy: -0.210 eV
* max |F|: 0.96 eV Å⁻¹
* SMILES: C#C/C(C=S)=C\OC

```
14
C6H6OS (the ωB97M-V functional and the def2-TZVPD basis)
C -2.11533 0.19516 0.00176
C -0.21969 -1.27258 -0.00953
C 0.81646 -0.37642 -0.00456
C 2.14272 -0.98082 -0.00214
C 0.70640 1.05507 -0.00269
C 0.68286 2.26288 -0.00436
H -3.19836 0.02235 0.00498
H -1.82805 0.74796 -0.89309
H -1.84389 0.75730 0.90039
H 0.01662 -2.31883 0.00152
H 2.12327 -2.08606 0.02347
H 0.67382 3.32693 -0.00755
O -1.53004 -1.11566 -0.00590
S 3.57319 -0.21728 -0.00230
```